Formula: C18H22CeIN3
Source: OMol25
Level of theory: ωB97M-V/def2-TZVPD

highest occupied orbital energy (alpha / beta)	-12.6572 / -12.5059	eV
energy above the lowest of the compared OMol25 structures with the same formula, charge and spin	2.6	kcal/mol
electronic energy	-1635.50850	a.u.
orbital gap (alpha / beta)	3.86 / 3.86	eV
charge	+2

Each line ends with the Mulliken charge.
CARTESIAN COORDINATES (ANGSTROEM)
C 1.7785 -3.0159 -1.6614  -1.032
C -2.6649 -1.3084 -0.1287  -1.678
H 2.5570 -2.2612 -1.7862  0.512
H 0.8578 -2.7789 -2.2375  0.269
H 2.1336 -3.9667 -2.0747  0.501
H -3.1459 -0.8321 -1.0002  0.612
H -2.9365 -2.3897 -0.1567  0.572
H -3.0487 -0.8830 0.8021  0.470
C 2.7061 0.0293 -1.1148  -0.300
C 3.6492 0.8008 -1.7977  -1.083
C 3.2034 1.7559 -2.7161  -0.588
C 1.8339 1.9594 -2.8550  -0.756
H 3.0149 -0.7177 -0.3738  0.740
H 4.7071 0.6251 -1.6120  0.438
H 3.9077 2.3494 -3.2968  0.451
H 1.4316 2.7312 -3.5068  0.413
N 1.3756 0.1155 -1.3571  0.204
C 0.9290 1.1845 -2.1012  0.778
C -0.4363 1.6367 -1.8224  0.579
N -1.1255 0.9215 -0.8708  0.466
C -2.0527 1.5827 -0.1405  -0.254
C -1.9733 3.4998 -1.5973  -0.631
C -2.5244 2.8519 -0.4882  -0.811
H -2.4537 1.0529 0.7276  0.270
H -3.3191 3.2898 0.1124  0.455
C -0.9160 2.8882 -2.2673  -0.769
H -0.4138 3.3668 -3.1048  0.407
H -2.3430 4.4716 -1.9193  0.447
Ce -0.4720 -1.5705 -0.6287  1.205
I 1.5563 -3.6881 0.5011  0.270
C -1.5305 -3.1963 2.4024  -1.114
C -0.9197 -1.8970 2.7231  0.525
C -0.8354 -1.2988 4.0001  -0.870
C -0.1589 -0.0745 3.8316  -0.915
C 0.1488 0.0416 2.4609  0.411
C 0.8648 1.1462 1.8069  -0.749
N -0.3322 -1.0671 1.7854  0.315
H -2.3792 -3.1024 1.7079  0.188
H -1.9069 -3.6313 3.3396  0.372
H -0.7952 -3.9022 1.9757  0.120
H -1.2391 -1.7425 4.9033  0.484
H 0.0960 0.6690 4.5778  0.492
H 0.1828 1.8059 1.2530  0.145
H 1.3467 1.7511 2.5887  0.434
H 1.6420 0.7975 1.1163  0.004